No. 1
Density functional theory data (wB97M-V/def2-TZVPD) for one molecule with the formula C7H4O.

Geometry (Å):
C (-1.793, -1.150, -1.021)
C (-0.894, -0.873, -0.154)
C (0.169, -0.345, 0.617)
O (0.538, -0.921, 1.814)
C (1.383, 0.124, -0.294)
C (2.394, 0.309, -0.921)
C (-0.524, 0.995, 0.847)
C (-0.994, 2.195, 0.274)
H (-2.743, -1.520, -1.489)
H (0.714, -1.960, 1.542)
H (3.228, -0.025, -1.448)
H (-1.478, 3.170, 0.233)

Its total charge is 0. The HOMO-LUMO gap is 0.331 Ha. The highest occupied orbital energy comes out at -9.1205 eV. As for the total energy: -344.0174 a.u. As for the spin multiplicity: 1. The SMILES is C#CC(O)(C#C)C#C. The value obtained for the energy above the lowest of the compared OMol25 structures with the same formula, charge and spin is 5.7190 eV. As for the molar mass: 104.1 g/mol.

=====

No. 2
Density functional theory data (wB97M-V/def2-TZVPD) for an isolated ion of composition C7H5Cl2NP and charge +1.

Geometry (Å):
C (-2.982, -1.428, -0.615)
C (2.457, 0.254, 0.172)
C (1.608, 0.360, 1.298)
C (1.842, 0.037, -1.071)
C (0.261, 0.141, 1.214)
C (0.458, -0.065, -1.208)
C (-0.368, 0.049, -0.034)
N (-3.256, -2.520, -0.872)
P (-2.184, 0.054, -0.045)
Cl (-2.834, 1.569, -1.056)
Cl (-2.793, 0.221, 1.813)
H (3.486, 0.529, 0.282)
H (1.934, 0.611, 2.243)
H (2.594, 0.149, -1.906)
H (-0.373, 0.122, 2.045)
H (0.151, -0.083, -2.260)

Its total charge is +1. The HOMO-LUMO gap is 0.334 Ha. The highest occupied orbital energy comes out at -13.9797 eV. As for the total energy: -1585.9626 a.u. As for the spin multiplicity: 1. The value obtained for the energy above the lowest of the compared OMol25 structures with the same formula, charge and spin is 0.0000 eV. As for the molar mass: 205.0 g/mol.

=====

No. 3
Density functional theory data (wB97M-V/def2-TZVPD) for a 2-piece molecular cluster, C7H5ClN2O5 overall.

Geometry (Å):
C (3.697, -0.875, 0.213)
C (2.908, -1.323, -0.915)
C (2.923, 0.086, 0.909)
C (1.666, -0.692, -0.879)
C (-3.412, -0.470, 1.060)
C (-5.243, 0.073, -0.649)
C (0.709, 0.938, 0.737)
N (-4.083, -0.576, 0.091)
N (1.598, 0.093, 0.249)
O (-5.631, -0.583, -1.625)
O (-2.905, -0.359, 2.114)
O (-5.587, 1.121, -0.073)
O (3.090, 0.685, 2.012)
O (0.649, -0.587, -1.783)
Cl (0.600, 2.608, -0.547)
H (4.739, -0.887, 0.304)
H (3.475, -1.994, -1.538)
H (-0.390, 0.922, 0.662)
H (1.044, 1.589, 1.490)
H (0.151, 0.233, -1.834)

Its total charge is -2. The HOMO-LUMO gap (spin up / spin down) is 0.145 / 0.281 Ha. The highest occupied orbital energy (spin up / spin down) comes out at 1.5604 / -2.8707 eV. As for the total energy: -1215.6096 a.u. As for the spin multiplicity: 3. As for the molar mass: 232.6 g/mol.

=====

No. 4
Density functional theory data (wB97M-V/def2-TZVPD) for C7H5ClN2OS as an isolated structure.

Geometry (Å):
C (0.144, 1.928, 0.570)
C (-0.787, 1.110, 1.249)
C (0.934, 1.262, -0.355)
C (-0.863, -0.213, 0.997)
C (0.701, -0.099, -0.575)
C (1.627, -0.328, -1.749)
C (-1.876, -0.904, 1.849)
N (-0.137, -0.831, 0.049)
N (1.829, -1.117, -3.785)
O (1.033, -1.864, -4.075)
S (2.047, 1.402, -1.686)
Cl (2.902, -1.495, -1.770)
H (0.222, 3.008, 0.750)
H (-1.305, 1.546, 2.102)
H (-2.854, -0.702, 1.567)
H (-1.897, -1.993, 1.918)
H (-1.721, -0.710, 2.944)

Its total charge is 0. The HOMO-LUMO gap (spin up / spin down) is 0.267 / 0.267 Ha. The highest occupied orbital energy (spin up / spin down) comes out at -7.9503 / -7.9506 eV. As for the total energy: -1312.6816 a.u. As for the spin multiplicity: 1. The value obtained for the energy above the lowest of the compared OMol25 structures with the same formula, charge and spin is 3.0764 eV. As for the molar mass: 200.7 g/mol.

=====

No. 5
Density functional theory data (wB97M-V/def2-TZVPD) for an isolated ion of composition C7H5F3N3 and charge +1.

Geometry (Å):
C (2.159, 2.464, -0.551)
C (-0.921, -0.751, -0.766)
C (0.024, -0.293, -1.629)
C (1.483, 1.279, -0.669)
C (-1.011, -0.432, 0.755)
C (0.248, -0.751, 1.117)
C (-2.221, -0.086, 1.561)
N (3.017, 3.164, -0.257)
N (0.870, 0.780, -1.711)
N (1.370, -1.310, 1.025)
F (-2.278, -0.071, 2.889)
F (-2.597, 1.190, 1.139)
F (-3.150, -0.946, 1.207)
H (-1.669, -1.446, -1.066)
H (-0.174, -0.875, -2.541)
H (1.033, 1.186, -2.567)
H (2.230, -0.801, 1.382)
H (1.587, -2.301, 0.683)

Its total charge is +1. The HOMO-LUMO gap is 0.256 Ha. The highest occupied orbital energy comes out at -12.9307 eV. As for the total energy: -733.1182 a.u. As for the spin multiplicity: 1. The value obtained for the energy above the lowest of the compared OMol25 structures with the same formula, charge and spin is 6.2525 eV. As for the molar mass: 188.1 g/mol.

=====

No. 6
Density functional theory data (wB97M-V/def2-TZVPD) for C7H5F3O3SZn as an isolated structure.

Geometry (Å):
O (-3.314, -2.600, -0.325)
C (-2.459, -1.815, -0.486)
O (-2.278, -1.078, -1.653)
C (-1.363, -0.098, -1.413)
O (-0.762, 0.486, -2.257)
C (-1.066, -0.065, 0.056)
C (-0.378, 1.067, 0.737)
C (0.858, 1.673, 0.033)
C (1.910, 0.682, -0.339)
F (2.075, -0.424, 0.493)
F (3.265, 1.241, -0.168)
F (1.945, 0.221, -1.543)
C (-1.507, -1.246, 0.548)
S (-1.267, -1.954, 2.122)
H (-0.207, 0.849, 1.792)
H (-1.107, 1.893, 0.746)
H (0.604, 2.240, -0.866)
H (1.324, 2.374, 0.733)
H (-0.545, -2.996, 1.681)
Zn (4.270, -0.451, 0.107)

Its total charge is +2. The HOMO-LUMO gap is 0.091 Ha. The highest occupied orbital energy comes out at -16.1301 eV. As for the total energy: -2971.7443 a.u. As for the spin multiplicity: 1. As for the molar mass: 291.6 g/mol.

=====

No. 7
Density functional theory data (wB97M-V/def2-TZVPD) for C7H5F5NO6ReTe as an isolated structure.

Geometry (Å):
Re (0.515, -0.967, -0.051)
O (-2.998, 1.128, 0.130)
C (-1.862, 0.825, -0.018)
O (-1.392, -0.445, -0.025)
C (-0.732, 1.750, -0.328)
C (-0.798, 3.111, -0.548)
C (0.347, 3.761, -0.993)
C (1.501, 3.026, -1.268)
C (1.477, 1.673, -1.018)
N (0.396, 1.072, -0.513)
C (2.534, 0.675, -1.368)
O (3.598, 0.847, -1.834)
O (2.017, -0.597, -1.081)
H (-1.738, 3.623, -0.392)
H (0.332, 4.828, -1.167)
H (2.392, 3.477, -1.681)
F (-2.726, -1.143, 2.077)
Te (-1.597, -2.549, 1.696)
F (-1.712, -2.897, 3.492)
F (-0.565, -4.126, 1.746)
F (-0.960, -2.697, -0.169)
F (-3.069, -3.470, 1.152)
O (-0.011, -1.501, 1.760)
O (1.565, -2.795, 0.136)
H (1.162, -3.518, 0.649)
H (2.324, -3.091, -0.385)

Its total charge is +1. The HOMO-LUMO gap (spin up / spin down) is 0.283 / 0.268 Ha. The highest occupied orbital energy (spin up / spin down) comes out at -13.6477 / -13.3393 eV. As for the total energy: -1621.3264 a.u. As for the spin multiplicity: 2. The value obtained for the energy above the lowest of the compared OMol25 structures with the same formula, charge and spin is 0.4508 eV. As for the molar mass: 607.9 g/mol.

=====

No. 8
Density functional theory data (wB97M-V/def2-TZVPD) for one molecule with the formula C7H5F7O.

Geometry (Å):
O (0.907, 1.379, -2.045)
C (0.801, 1.044, -0.712)
C (1.641, 1.989, 0.142)
F (1.333, 1.883, 1.472)
F (2.958, 1.886, -0.017)
F (1.253, 3.203, -0.212)
C (-0.606, 0.917, -0.125)
C (-0.967, -0.145, 0.553)
C (0.072, -1.219, 0.630)
C (1.223, -0.760, -0.409)
F (1.011, -1.360, -1.632)
C (2.619, -1.184, 0.128)
F (2.818, -2.491, 0.154)
F (3.586, -0.705, -0.661)
F (2.906, -0.701, 1.426)
H (0.946, 0.518, -2.419)
H (-1.282, 1.896, -0.242)
H (-2.026, -0.304, 0.769)
H (0.414, -1.323, 1.608)
H (-0.352, -2.024, 0.113)

Its total charge is 0. The HOMO-LUMO gap is 0.418 Ha. The highest occupied orbital energy comes out at -10.6550 eV. As for the total energy: -1043.9999 a.u. As for the spin multiplicity: 1. The SMILES is O[C@@]1(C(F)(F)F)C=CC[C@]1(F)C(F)(F)F. As for the molar mass: 238.1 g/mol.